# 1
Computed, not measured: a structure of composition C25H41NO6P2PtSSe, with the ωB97M-V functional and the def2-TZVPD basis.

E_HOMO (alpha / beta)	-0.216 / -0.212	Ha
HOMO-LUMO gap (alpha / beta)	0.2289 / 0.2214	hartree
M	819.66	g/mol

Geometry (Å):
Pt  -0.11  -0.69  0.29
C  -0.75  3.83  -1.74
C  -1.47  3.06  -2.83
C  -2.03  3.94  -3.93
O  -2.62  2.37  -2.24
P  -2.49  0.90  -1.66
O  -1.11  0.42  -1.51
C  -3.45  0.95  -0.14
P  -2.75  2.10  1.09
O  -1.29  2.13  1.09
O  -3.40  3.50  0.74
C  -4.82  3.77  0.81
C  -5.20  4.45  -0.49
C  -5.08  4.62  2.03
O  -3.50  1.72  2.44
C  -3.07  0.73  3.43
C  -3.36  -0.67  2.93
C  -1.62  0.90  3.85
O  -3.24  -0.07  -2.67
C  -4.61  -0.08  -3.15
C  -5.44  -0.99  -2.26
C  -5.22  1.30  -3.31
H  0.13  4.32  -2.16
H  -0.44  3.17  -0.93
H  -1.42  4.59  -1.32
H  -0.81  2.29  -3.24
H  -2.74  4.65  -3.51
H  -2.53  3.34  -4.69
H  -1.22  4.49  -4.40
H  -3.42  -0.07  0.26
H  -4.49  1.22  -0.35
H  -5.35  2.82  0.91
H  -4.69  5.42  -0.56
H  -6.28  4.62  -0.52
H  -4.90  3.85  -1.34
H  -4.51  5.55  1.97
H  -4.79  4.09  2.94
H  -6.14  4.87  2.10
H  -3.72  0.97  4.27
H  -2.61  -0.96  2.18
H  -4.36  -0.74  2.50
H  -3.29  -1.37  3.76
H  -0.93  0.67  3.05
H  -1.43  0.22  4.68
H  -1.44  1.92  4.19
H  -4.52  -0.54  -4.13
H  -5.61  -0.55  -1.27
H  -4.95  -1.95  -2.14
H  -6.42  -1.16  -2.72
H  -5.37  1.80  -2.35
H  -6.20  1.20  -3.78
H  -4.60  1.94  -3.93
Se  1.43  -1.58  1.75
N  -1.78  -1.87  -0.09
S  -1.50  -3.32  0.60
C  -2.97  -4.28  0.17
C  -2.91  -5.66  0.04
C  -4.08  -6.37  -0.19
C  -5.29  -5.70  -0.28
C  -5.34  -4.33  -0.14
C  -4.18  -3.61  0.10
C  -0.28  -4.22  -0.34
C  0.75  -4.80  0.37
C  1.73  -5.51  -0.32
C  1.66  -5.60  -1.70
C  0.62  -5.00  -2.40
C  -0.36  -4.31  -1.72
H  -1.90  -1.98  -1.10
H  -1.96  -6.17  0.10
H  -4.03  -7.44  -0.30
H  -6.20  -6.26  -0.46
H  -6.29  -3.80  -0.20
H  -4.20  -2.53  0.22
H  0.82  -4.67  1.44
H  2.55  -5.95  0.22
H  2.43  -6.14  -2.24
H  0.58  -5.07  -3.48
H  -1.18  -3.83  -2.26

Mulliken charges in e: 0.9667, -1.2405, 0.5305, -1.4696, 0.3694, 0.0759, -1.0898, 1.9235, 0.9049, -0.8400, -0.3251, 0.9965, -1.2281, -1.5638, -0.4619, 0.5559, -1.0665, -1.3306, -0.5033, 0.4935, -1.1295, -1.1905, 0.5012, 0.2359, 0.2055, 0.3969, 0.2482, 0.3670, 0.4404, -1.5704, 0.3993, 0.1931, 0.3528, 0.3834, 0.1228, 0.3404, 0.3235, 0.3968, 0.2247, -0.0707, 0.3211, 0.6021, 0.2139, 0.4445, 0.3708, 0.4292, 0.1200, 0.2177, 0.4909, 0.1520, 0.5358, 0.1669, -0.5975, -0.5390, 0.2481, 0.3039, -0.6729, -0.6282, -0.5190, -0.6363, -0.1518, 0.2258, -0.1651, -0.7272, -0.3704, -0.7948, -0.0966, 0.0785, 0.4560, 0.3938, 0.3792, 0.4452, 0.4327, 0.4762, 0.4004, 0.3875, 0.3993, 0.3389

=====

# 2
Computed, not measured: a cluster of 2 separate species, C5H8O2 in total at a distorted geometry, with the ωB97M-V functional and the def2-TZVPD basis.

E_HOMO	-0.301	Ha
HOMO-LUMO gap	0.3318	hartree
M	100.12	g/mol

Geometry (Å):
C  1.28  -0.48  -0.22
C  0.76  0.72  -0.65
O  -0.46  0.64  -1.28
C  -1.42  -0.01  -0.52
C  -1.39  0.14  0.97
C  -0.90  -1.14  0.31
O  0.45  -1.48  0.14
H  2.28  -0.87  -0.34
H  0.90  1.68  -0.16
H  -2.34  -0.10  -1.08
H  -0.68  0.83  1.43
H  -2.35  0.09  1.47
H  -1.46  -2.05  0.46
H  2.55  1.16  -0.60
H  2.79  0.87  0.07

Mulliken charges in e: -0.1160, -0.4779, -0.4131, -0.1440, -0.5759, -0.0693, -0.3854, 0.5119, 0.2865, 0.3557, 0.2333, 0.2912, 0.3520, 0.1126, 0.0383

=====

# 3
Computed, not measured: a structure of composition C46H52BCuGe2N3O3, with the ωB97M-V functional and the def2-TZVPD basis.

E_HOMO	-0.141	Ha
net charge	-1
HOMO-LUMO gap	0.2340	hartree
M	914.52	g/mol

Geometry (Å):
Cu  0.26  -0.59  0.12
C  -0.80  1.04  -0.66
Ge  -2.11  1.78  0.47
C  -3.53  0.60  1.16
C  -3.40  -0.09  2.37
C  -4.40  -0.97  2.80
C  -5.54  -1.16  2.04
C  -5.69  -0.46  0.84
C  -4.69  0.40  0.41
C  -1.24  2.62  2.02
C  -1.97  3.32  2.98
C  -1.35  3.92  4.07
C  0.03  3.83  4.21
C  0.78  3.15  3.26
C  0.15  2.55  2.18
C  -3.13  3.22  -0.42
C  -2.59  3.80  -1.57
C  -3.23  4.84  -2.23
C  -4.43  5.34  -1.73
C  -4.98  4.78  -0.58
C  -4.33  3.74  0.06
H  0.00  1.78  -0.76
H  -2.51  0.03  2.97
H  -4.27  -1.50  3.73
H  -6.32  -1.83  2.38
H  -6.58  -0.60  0.24
H  -4.81  0.92  -0.53
H  -3.05  3.40  2.88
H  -1.93  4.45  4.80
H  0.53  4.30  5.05
H  1.86  3.08  3.36
H  0.74  2.00  1.45
H  -1.66  3.40  -1.98
H  -2.80  5.26  -3.13
H  -4.94  6.15  -2.24
H  -5.92  5.16  -0.20
H  -4.79  3.31  0.95
C  1.79  -1.99  4.93
C  1.85  -0.69  4.13
C  0.79  -0.61  3.13
N  -0.06  -0.55  2.35
H  2.60  -2.01  5.66
H  1.91  -2.85  4.26
H  0.84  -2.09  5.45
H  2.80  -0.61  3.59
H  1.77  0.19  4.77
C  2.20  -3.66  -0.95
Ge  2.27  -1.74  -0.42
C  3.41  -1.03  -1.92
C  2.92  -0.04  -2.78
C  3.68  0.44  -3.84
C  4.96  -0.05  -4.06
C  5.47  -1.03  -3.21
C  4.70  -1.51  -2.16
C  3.67  -1.81  1.03
C  4.00  -2.99  1.65
C  4.91  -3.05  2.74
C  5.50  -1.92  3.21
C  5.20  -0.66  2.62
C  5.75  0.54  3.13
C  5.40  1.75  2.60
C  4.49  1.81  1.53
C  3.95  0.67  1.01
C  4.29  -0.61  1.54
H  3.20  -4.09  -1.05
H  1.70  -3.73  -1.91
H  1.62  -4.24  -0.23
H  1.91  0.34  -2.63
H  3.27  1.20  -4.49
H  5.56  0.33  -4.88
H  6.47  -1.41  -3.37
H  5.12  -2.27  -1.50
H  3.55  -3.91  1.31
H  5.13  -4.01  3.19
H  6.20  -1.96  4.04
H  6.45  0.48  3.96
H  5.83  2.66  3.01
H  4.21  2.77  1.11
H  3.25  0.72  0.19
N  -2.63  -3.83  1.76
C  -2.06  -2.98  0.81
N  -2.93  -2.29  0.05
O  -0.84  -2.90  0.69
H  -3.51  -3.53  2.14
H  -1.96  -4.10  2.46
H  -3.92  -2.30  0.25
H  -2.58  -1.64  -0.65
C  -1.95  0.79  -4.97
C  -1.06  -0.18  -4.20
C  0.01  -0.75  -5.11
O  -0.41  0.57  -3.16
B  -1.13  0.39  -1.97
O  -2.19  -0.52  -2.19
C  -1.87  -1.24  -3.41
C  -3.17  -1.67  -4.06
C  -1.03  -2.45  -3.02
H  -1.34  1.61  -5.33
H  -2.72  1.21  -4.32
H  -2.44  0.31  -5.82
H  0.51  0.06  -5.64
H  -0.43  -1.42  -5.86
H  0.76  -1.30  -4.54
H  -3.85  -0.83  -4.18
H  -3.66  -2.42  -3.44
H  -2.98  -2.11  -5.04
H  -0.12  -2.14  -2.50
H  -0.75  -3.03  -3.90
H  -1.60  -3.08  -2.35

Here are the Mulliken charges for atoms 1 to 99, given in e: 0.5386, -1.2166, 1.9169, -0.0970, 0.1522, -0.9824, -0.3877, -0.8082, -0.2362, 0.0852, -0.0385, -0.8310, -0.5478, -0.5117, -0.4884, -0.0807, -0.5565, -0.8255, -0.4146, -0.7363, -0.0464, 0.4595, 0.2718, 0.4448, 0.3437, 0.3838, 0.3381, 0.2831, 0.3883, 0.3804, 0.5188, 0.2020, 0.2115, 0.4127, 0.3664, 0.3834, 0.2416, -1.4722, 0.7374, -0.2125, 0.4298, 0.3984, 0.2912, 0.4010, -0.6749, 0.4173, -1.8807, 2.0103, 0.2072, 0.1405, -0.7517, -0.4627, -0.6746, -0.3461, 0.2029, -0.6149, -0.9497, -1.0475, 1.8918, -0.9155, -0.6251, -1.0500, -0.5419, -0.3335, 0.5252, 0.4329, 0.3773, 0.1532, 0.4199, 0.3389, 0.3750, 0.2326, 0.3334, 0.4087, 0.3467, 0.3896, 0.3908, 0.4653, 0.0523, -0.6215, 0.5089, 0.1622, -0.3541, 0.2294, 0.2944, 0.1468, 0.0113, -2.0332, 1.9449, -1.7804, -0.8877, 1.4106, -1.0388, 1.5736, -2.2878, -1.6515, 0.5153, 0.2355, 0.3479

=====

# 4
Computed, not measured: the molecule C6H9N3O2 at a distorted geometry, with the ωB97M-V functional and the def2-TZVPD basis.

E_HOMO	-0.303	Ha
HOMO-LUMO gap	0.3155	hartree
M	155.16	g/mol

Geometry (Å):
N  -1.41  1.16  1.46
C  -1.48  0.97  0.09
C  -0.14  1.32  -0.68
C  1.16  0.51  -0.45
C  2.52  0.79  -0.43
N  3.18  -0.36  -0.09
C  2.21  -1.14  0.49
N  1.00  -0.65  0.24
C  -2.12  -0.55  -0.20
O  -3.20  -0.62  -0.64
O  -1.35  -1.56  -0.13
H  -0.45  0.97  1.80
H  -2.12  0.65  1.96
H  -2.24  1.64  -0.39
H  -0.40  1.37  -1.66
H  0.07  2.42  -0.44
H  3.11  1.66  -0.72
H  4.14  -0.33  0.10
H  2.49  -1.93  1.28
H  -0.34  -1.38  0.02

Mulliken charges in e: -0.5903, 0.1093, -0.9415, 0.6399, -0.7776, -0.0590, -0.3115, -0.3151, 0.4197, -0.5666, -0.5698, 0.2786, 0.2732, 0.2080, 0.4737, 0.2877, 0.3745, 0.2353, 0.3233, 0.5081

=====

# 5
Computed, not measured: a structure of composition C4H7NdO2 at a distorted geometry, with the ωB97M-V functional and the def2-TZVPD basis.

<S²>	6.0075
E_HOMO (alpha / beta)	-0.367 / -0.369	Ha
net charge	+1
spin multiplicity	5
HOMO-LUMO gap (alpha / beta)	0.1346 / 0.1401	hartree
M	231.34	g/mol

Geometry (Å):
O  -2.21  -0.02  1.01
C  -1.94  0.24  -0.35
C  -0.65  -0.49  -0.76
C  0.41  -0.39  0.32
C  1.63  0.13  -0.01
O  2.69  0.14  0.75
Nd  5.11  1.23  1.40
H  0.35  -0.61  1.39
H  -1.79  1.33  -0.52
H  -2.78  -0.14  -0.94
H  -0.31  -0.06  -1.72
H  -0.91  -1.54  -0.96
H  -1.31  -0.49  1.37
H  1.72  0.67  -0.97

Mulliken charges in e: -0.5009, -0.3114, -0.5235, -0.1284, -0.3120, -0.7354, 1.7140, 0.2056, 0.2385, 0.2615, 0.2800, 0.2538, 0.3022, 0.2560

=====

Which value of M does entry 2 give? 100.12 g/mol

=====

Among the records above, which one has the highest M? C46H52BCuGe2N3O3

=====

Number 5 is which compound? C4H7NdO2